Entry 1:
This record from OMol25 describes a 9-piece molecular cluster, C6H30NO9 overall at a distorted geometry. The level of theory is ωB97M-V/def2-TZVPD.

The charge is +1. The calculation puts the orbital gap at 0.3568 Eh. As for the relative energy (zero: lowest compared OMol25 entry of this formula, charge and spin): 38.29 kcal per mole.

Structure (XYZ):
```
46
Properties=species:S:1:pos:R:3:forces:R:3
C 0.6850 1.7506 1.6823 3.537 -0.382 1.094
C 0.7752 0.2333 2.1362 -0.893 -0.644 2.701
C 1.9009 -0.6313 1.4865 0.719 0.704 1.428
C 0.9131 -2.8121 -1.4976 1.789 -2.784 -1.265
O -0.3710 -2.3924 -1.5130 -2.714 1.493 -1.124
C 1.6400 -2.3900 -0.2782 0.040 1.304 0.443
C 1.4724 -1.1371 0.1940 -0.248 -1.692 -2.195
N 0.7106 1.8753 0.2203 -1.049 1.262 -0.172
H 1.6506 2.3492 1.9932 -1.863 -1.285 -0.019
H -0.1752 2.2487 2.0935 -0.354 0.088 -0.067
H 0.9782 0.0962 3.2867 -0.249 1.190 -1.948
H -0.2850 -0.2574 2.1383 1.726 0.808 -0.814
H 2.2220 -1.4923 2.1749 -0.499 1.283 -0.924
H 2.8057 0.0353 1.3701 -0.709 -0.591 0.192
H 0.9418 -3.9437 -1.5220 0.024 0.799 0.074
H 1.3642 -2.5669 -2.4993 -0.179 0.300 1.038
H -0.8259 -2.5073 -0.6783 0.192 -0.285 0.454
H 2.1644 -3.2095 0.2003 0.252 0.394 0.479
H 0.9076 -0.4807 -0.5132 0.455 -0.470 0.792
H 1.5063 1.5261 -0.3082 0.454 -0.200 0.368
H 0.4936 2.8870 -0.1618 -0.109 -1.809 0.920
H -0.0851 1.3818 -0.1774 0.060 0.039 -0.236
H -0.3559 0.9145 -2.6413 1.134 1.143 0.095
H 0.9767 1.8904 -2.6682 -1.989 -1.135 1.183
O 0.2198 1.5285 -2.0873 1.983 0.717 -1.710
H -2.4085 0.9584 -0.3555 -0.155 -0.181 1.417
H -2.9644 1.0376 -1.7090 -0.810 -0.289 -1.288
O -2.4292 1.5282 -1.1152 0.524 0.483 -0.217
H -0.8364 4.3235 -1.1598 -0.182 0.459 -0.467
H -1.6286 3.0680 -0.7612 -0.968 -0.930 -0.692
O -0.9131 3.6345 -0.5112 0.875 1.571 1.001
H -0.6465 0.0022 -4.5763 0.293 -0.291 -0.707
H -1.3156 -0.6761 -3.3067 0.839 1.699 -1.114
O -1.0016 0.2013 -3.7202 -2.001 -2.566 1.049
H 4.0707 1.9522 -0.6883 1.208 0.445 0.871
H 3.8717 1.1852 -1.9816 0.349 -0.343 -0.378
O 3.4227 1.6775 -1.3041 -1.652 -0.095 -0.381
H -2.9857 0.0074 1.7298 0.917 -1.050 -0.171
H -3.3827 1.3418 1.8543 0.842 0.752 -0.649
O -2.6231 0.8655 1.4528 -1.525 0.223 1.009
H -0.3682 -2.6272 2.1068 -1.844 -2.276 -0.817
H -0.5549 -4.1986 1.8362 0.053 0.264 0.063
O -1.0492 -3.3665 1.8495 1.994 1.718 0.517
H -2.5389 -1.6786 3.3529 -0.377 -0.239 -0.706
H -3.0246 -2.5132 2.1178 0.269 -0.088 0.197
O -2.9241 -1.6192 2.4582 -0.158 0.488 0.676
```
Positions in Å, forces in eV/Å.

=====

Entry 2:
This record from OMol25 describes C6H31AlB4NO2 as an isolated structure at a distorted geometry. The level of theory is ωB97M-V/def2-TZVPD.

The charge is -1. The calculation puts the orbital gap at 0.0664 Eh.

Structure (XYZ):
```
45
Properties=species:S:1:pos:R:3:forces:R:3
Al -19.0738 -16.6457 -20.2789 -0.287 0.001 -0.413
B -16.9333 -16.6192 -15.6724 0.122 1.660 -0.696
H -15.9278 -17.0091 -15.7073 3.823 -2.572 -0.789
H -17.1656 -16.2562 -16.6617 -0.191 2.523 -3.788
H -17.5429 -17.4858 -15.4683 -2.217 -4.372 2.262
H -17.1481 -15.9216 -14.8778 -1.879 2.743 2.803
B -21.3036 -14.1531 -17.0641 0.960 -1.495 1.254
H -20.3724 -14.4900 -16.6355 3.134 -2.094 1.603
H -21.3080 -13.1117 -17.3465 -1.160 4.535 -1.844
H -21.5727 -14.6638 -17.9757 0.083 -1.807 -4.812
H -22.1361 -14.2311 -16.3821 -2.823 0.496 3.729
B -21.2095 -18.4658 -17.2816 -1.851 0.225 -0.367
H -21.3473 -19.2449 -16.5479 -0.247 -2.225 4.079
H -21.0549 -18.9636 -18.2263 0.908 -0.816 -4.648
H -22.0580 -17.7992 -17.2721 -3.846 1.929 -0.344
H -20.2690 -17.9813 -17.0696 5.303 1.293 1.167
B -17.2976 -16.0673 -23.8740 -0.212 0.175 -0.091
H -16.5970 -16.0040 -23.0559 3.174 0.373 3.430
H -18.1349 -15.4191 -23.6667 -3.629 2.690 0.911
H -16.8537 -15.7622 -24.8090 1.828 1.029 -3.586
H -17.6300 -17.0935 -23.8471 -1.450 -4.361 -0.112
C -19.9985 -20.8518 -22.7792 -0.639 0.201 0.525
O -20.8276 -19.8603 -22.0851 4.969 -0.631 1.169
C -22.1257 -19.9996 -22.3360 -2.598 -0.698 -0.612
C -23.0513 -19.0194 -21.6244 0.958 -0.693 0.009
N -22.6124 -17.7231 -22.0704 -1.578 0.158 1.192
C -23.6283 -16.8035 -21.5694 0.570 1.730 -0.889
C -23.3356 -15.4042 -22.0823 -0.134 1.341 0.056
O -21.9746 -15.0645 -21.8965 0.413 -0.827 2.074
C -21.3993 -13.9327 -22.5104 -1.661 -0.512 -1.921
H -19.9958 -21.8087 -22.2572 -0.199 0.000 0.421
H -18.9552 -20.5562 -22.8891 -0.273 0.624 0.311
H -20.3616 -21.0970 -23.7773 -0.349 0.454 -0.204
H -22.4880 -21.0057 -22.1246 -0.084 -0.487 -0.247
H -22.1094 -19.7710 -23.4017 -1.573 -0.318 -0.705
H -23.1391 -19.0611 -20.5387 1.027 -0.175 0.244
H -24.0947 -19.2242 -21.8640 -0.313 -0.274 -0.811
H -22.7398 -17.8110 -23.0685 0.321 0.685 -0.455
H -23.7283 -16.7716 -20.4845 0.616 -0.349 0.080
H -24.6333 -17.0109 -21.9369 -0.345 -0.398 -0.137
H -24.0268 -14.7059 -21.6103 0.169 0.346 1.005
H -23.7216 -15.2203 -23.0849 0.784 -0.641 -0.995
H -20.3664 -13.6696 -22.2824 -0.154 -0.673 0.654
H -22.0387 -13.0548 -22.4177 0.005 0.220 0.191
H -21.4396 -14.2872 -23.5404 0.527 0.989 -0.701
```
Positions in Å, forces in eV/Å.

=====

Entry 3:
This record from OMol25 describes a 10-piece molecular cluster, C6H32F6N6O10S2 overall at a distorted geometry. The level of theory is ωB97M-V/def2-TZVPD.

The charge is +1. The calculation puts the orbital gap (alpha / beta) at 0.2899 / 0.1493 Eh. Its multiplicity is 2.

Structure (XYZ):
```
62
Properties=species:S:1:pos:R:3:forces:R:3
N -3.1161 1.6341 -0.1418 -1.085 0.105 0.588
H -2.8395 2.3316 0.5343 0.543 0.991 0.557
H -2.8262 0.7864 0.3244 0.256 -1.007 0.104
H -2.6367 1.7975 -1.0156 0.192 0.035 -0.939
H -4.1256 1.6028 -0.1450 -0.290 0.125 -0.643
N 0.2315 0.0322 -0.0769 -0.146 0.351 0.376
H 0.5952 -0.3582 0.7807 0.305 -0.384 1.967
H 1.1245 -0.0265 -0.5452 1.101 -0.743 -1.537
H -0.0545 1.0004 -0.0477 -0.349 0.291 0.340
H -0.4461 -0.6724 -0.3308 -0.263 -0.377 -1.112
N -0.8377 -1.0971 3.2258 -0.570 -0.686 0.852
H -1.2297 -1.5757 4.0241 -0.511 -0.273 -0.035
H -0.6160 -0.1625 3.5380 0.674 1.041 -0.109
H -1.4566 -1.0081 2.4327 -1.111 0.050 -0.349
H -0.0519 -1.6216 2.8686 2.023 -0.099 -0.371
N 2.9858 2.0218 -0.4231 0.105 0.460 0.608
H 2.5735 2.3385 0.4428 0.010 0.239 0.592
H 2.9274 1.0151 -0.4793 0.294 -2.406 0.048
H 3.9601 2.2656 -0.5295 0.029 0.440 -0.153
H 2.3475 2.2914 -1.1580 -0.182 0.775 -1.036
N 0.0594 -4.0832 0.8056 0.186 -2.039 -0.519
H 0.7120 -4.5715 0.2092 0.577 0.030 -0.089
H -0.3749 -4.8020 1.3666 -0.537 0.237 0.206
H -0.4927 -3.5300 0.1658 -1.619 0.501 -1.364
H 0.5171 -3.3299 1.2987 1.962 1.837 1.548
N 1.0685 -1.8755 -2.7905 0.487 -1.530 -0.967
H 0.8807 -1.1300 -3.4455 -0.109 0.846 0.036
H 0.2369 -2.1808 -2.3052 -1.508 -0.110 0.313
H 1.7076 -1.6540 -2.0404 1.650 1.386 1.012
H 1.4593 -2.6663 -3.2824 0.122 -0.219 -0.267
C -0.1468 4.2496 3.4185 0.063 -0.267 0.193
F 0.8587 3.9050 4.2806 -0.920 0.894 -1.336
F -1.1841 4.6948 4.1646 0.969 -0.753 -1.013
F 0.1999 5.2400 2.5517 -0.037 -1.347 1.239
S -0.5376 2.6228 2.4208 -0.168 -0.236 -1.150
O -1.8434 2.8596 1.7729 1.141 0.250 1.111
O 0.5251 2.4217 1.3991 -0.802 0.681 1.481
O -0.5687 1.5646 3.4334 0.059 1.036 -0.337
C -0.3687 3.0920 -4.3889 0.070 0.274 0.500
F -0.1115 4.3456 -3.9429 0.003 -1.226 -0.021
F -1.6420 3.0740 -4.7860 0.348 -0.247 -0.045
F 0.4400 2.8389 -5.4203 -0.396 -0.046 0.569
S -0.1530 1.7540 -2.9988 1.661 0.210 -0.299
O -1.3525 1.9005 -2.1785 0.240 -0.302 -0.463
O -0.0020 0.4638 -3.7062 -0.570 1.810 0.786
O 1.0689 2.1670 -2.2591 -1.580 -0.491 -1.153
O -0.9423 -2.4687 -1.1521 -3.371 1.107 1.567
C -2.3429 -2.1062 -1.0965 2.562 -0.589 -1.917
C -3.1188 -1.8096 0.2349 -0.325 0.584 3.329
O -2.6904 -0.7699 1.0957 0.046 -1.993 -1.985
H -2.9268 -2.9347 -1.4974 -0.247 -0.155 0.148
H -2.5926 -1.2444 -1.7155 0.462 0.338 -0.242
H -3.1213 -2.7723 0.7460 0.806 -0.267 0.574
H -4.1934 -1.7162 0.0778 -0.019 0.587 -1.053
O 1.3176 -1.8600 1.7346 -1.166 -0.052 -1.694
C 2.7373 -1.8577 1.5010 -0.444 0.422 0.746
C 3.4345 -1.6804 0.0558 -1.145 -0.449 -0.412
O 2.8675 -0.7803 -0.8798 -0.901 0.590 0.936
H 3.0068 -2.7634 2.0443 1.183 -0.338 -0.587
H 3.0620 -1.0541 2.1618 0.686 0.361 -0.207
H 3.5288 -2.6232 -0.4831 -0.667 -0.990 0.177
H 4.5091 -1.5250 0.1514 0.226 0.736 0.901
```
Positions in Å, forces in eV/Å.

=====

Entry 4:
This record from OMol25 describes a 9-piece molecular cluster, C6H32N2O8 overall at a distorted geometry. The level of theory is ωB97M-V/def2-TZVPD.

The calculation puts the orbital gap at 0.2984 Eh. As for the relative energy (zero: lowest compared OMol25 entry of this formula, charge and spin): 120.10 kcal per mole. The SMILES is CC[C@@H](N)CN(C)C.O.O.O.O.O.O.O.O.

Structure (XYZ):
```
48
Properties=species:S:1:pos:R:3:forces:R:3
C -0.0052 0.2492 -3.7169 -4.546 0.301 0.881
C -0.8791 0.3360 -2.3711 -1.347 -1.909 -0.805
C -0.2637 -0.5057 -1.2724 0.975 -2.019 0.433
N 1.1377 -0.2119 -0.8818 0.011 1.363 -0.508
C -1.0605 -0.4720 -0.0149 -2.685 -1.838 1.044
N -2.1068 -1.6945 0.1452 -0.025 3.406 -1.188
C -1.4801 -3.0037 0.0925 0.607 1.282 2.092
C -3.2135 -1.5314 -0.8298 -1.773 0.787 0.296
H -0.6227 0.7635 -4.4609 0.714 0.500 -0.115
H 0.0595 -0.7428 -4.1365 0.000 -0.646 0.575
H 0.9291 0.6133 -3.5542 2.664 1.291 0.097
H -1.2056 1.2542 -1.8215 0.958 0.349 -1.345
H -1.9502 -0.1143 -2.6055 2.359 0.675 0.303
H -0.2561 -1.5953 -1.5669 0.177 1.024 -0.219
H 1.2238 -0.5981 0.0610 0.513 0.052 -0.338
H 1.3079 0.8128 -0.7594 -0.353 -1.065 -0.214
H -1.6761 0.4261 -0.0905 -0.282 0.061 0.620
H -0.4554 -0.4409 0.9205 -0.514 -0.214 -0.786
H -1.2312 -3.3169 -0.9619 0.177 -0.207 1.355
H -2.1346 -3.6515 0.6870 -0.132 -0.538 -0.963
H -0.6802 -2.8175 0.9000 -0.048 -0.960 -1.964
H -3.3243 -2.3507 -1.5417 0.121 -0.125 0.143
H -4.2310 -1.2806 -0.4182 0.566 -1.488 0.884
H -3.3361 -0.6081 -1.4051 1.676 0.100 -0.326
O -0.2341 3.3422 1.2497 -0.835 1.187 0.186
H -0.1702 4.3240 1.2161 -0.173 -0.948 0.155
H -0.4494 3.1635 2.1844 0.260 0.146 -0.672
O 1.7889 -1.9382 1.5356 -0.394 0.356 0.905
H 2.7044 -1.6634 1.5114 0.801 -0.469 -0.761
H 1.6226 -1.2046 2.1655 -0.998 -0.622 -0.106
O 1.9361 3.5398 -1.1180 0.531 0.305 0.478
H 1.0624 3.6607 -0.7318 -0.318 -0.293 -0.768
H 1.9472 2.8840 -1.8227 -0.532 0.012 0.101
O 2.1487 2.6064 1.6243 1.176 1.950 -1.891
H 1.7343 2.7946 0.7108 1.068 -0.582 2.140
H 3.0473 3.0476 1.5405 -1.555 -0.795 0.169
O -2.9464 0.2228 2.4316 -3.526 -2.375 1.829
H -2.9278 -0.6113 1.9369 -0.361 -0.418 -0.053
H -2.2653 0.6263 2.0225 3.517 2.631 -2.059
O 3.1951 -2.3765 -1.1409 1.111 0.657 -2.598
H 2.2985 -2.1643 -0.9983 -1.561 0.640 0.363
H 3.5029 -2.8097 -0.3943 0.701 -1.353 2.146
O 2.9381 0.2467 2.0367 1.959 0.125 0.038
H 2.5051 1.1189 2.0394 -0.104 0.059 -0.194
H 3.8544 0.4582 1.7340 -1.120 -0.376 0.381
O -0.3751 0.1909 3.2294 5.773 2.366 -1.204
H -0.2852 1.1718 3.2224 -0.763 -1.540 0.362
H -1.1782 -0.1498 3.4174 -4.473 -0.850 1.100
```
Positions in Å, forces in eV/Å.